Record 1
Entry from the OMol25 dataset: an isolated molecule of H2N2O3S in a non-equilibrium geometry (ωB97M-V/def2-TZVPD).

```
8
Properties=species:S:1:pos:R:3:lowdin_charge:R:1
N 1.149 -0.980 0.007 -0.2463
N -1.356 0.480 0.191 -0.4895
O -2.378 0.981 -0.137 0.0829
O -0.746 0.527 1.218 -0.0088
O 0.455 1.238 -1.422 -0.5427
S 0.048 -0.387 -1.069 1.0403
H 1.828 -0.267 0.443 0.1179
H 1.001 -1.592 0.768 0.0463
```

- Kohn-Sham gap (eV) = 8.56
- relative energy (zero: lowest compared OMol25 entry of this formula, charge and spin) (kcal per mole) = 76.88
- LUMO (Eh) = -0.0388
- strongest force on any atom (hartree/bohr) = 0.1270

***

Record 2
Entry from the OMol25 dataset: a 2-piece molecular cluster, H2N2O3S overall in a non-equilibrium geometry (ωB97M-V/def2-TZVPD).

```
8
Properties=species:S:1:pos:R:3:lowdin_charge:R:1
N 2.221 -0.033 1.110 -0.2801
N -2.838 -0.651 -0.326 -0.1207
O -2.800 -0.113 0.959 -0.0532
O -3.916 -0.603 -0.811 0.0319
O 4.144 -0.360 -0.631 -0.5084
S 2.731 -0.401 -0.272 0.8507
H 2.858 0.253 1.732 -0.0618
H -1.837 0.131 1.224 0.1415
```

- Kohn-Sham gap (eV) = 9.77
- relative energy (zero: lowest compared OMol25 entry of this formula, charge and spin) (kcal per mole) = 37.39
- LUMO (Eh) = -0.0296
- strongest force on any atom (hartree/bohr) = 0.0974

***

Record 3
Entry from the OMol25 dataset: H2N2O3S2 as an isolated structure in a non-equilibrium geometry (ωB97M-V/def2-TZVPD).

```
9
Properties=species:S:1:pos:R:3:lowdin_charge:R:1
N -3.819 0.769 0.813 -0.2429
N -4.339 -1.718 1.029 -0.1872
O -4.178 1.620 1.521 -0.1064
O -3.947 -1.916 -0.121 -0.1233
O -4.510 -0.528 1.426 -0.2030
S -4.994 0.848 -1.190 0.2150
S 14.610 -0.379 -0.676 -0.5382
H -4.014 0.398 -1.919 -0.3521
H 15.191 0.906 -0.883 -0.4618
```

- Kohn-Sham gap (eV) = 6.33
- relative energy (zero: lowest compared OMol25 entry of this formula, charge and spin) (kcal per mole) = 5.21
- total charge = -2
- LUMO (Eh) = 0.1766
- strongest force on any atom (hartree/bohr) = 0.0555

***

Record 4
Entry from the OMol25 dataset: an isolated molecule of H2N2O3S2 in a non-equilibrium geometry (ωB97M-V/def2-TZVPD).

```
9
Properties=species:S:1:pos:R:3:lowdin_charge:R:1
N -0.813 -1.092 -0.013 -0.1653
N -0.923 1.982 0.021 -0.2354
O 0.982 0.291 -0.875 -0.4786
O 1.616 -1.886 0.064 -0.2464
O 0.724 0.208 1.330 -0.4327
S 0.639 -0.862 0.228 0.4652
S 0.468 1.565 0.117 1.0207
H -0.859 -1.836 -0.678 0.0234
H -1.834 1.629 -0.195 0.0491
```

- Kohn-Sham gap (eV) = 10.12
- relative energy (zero: lowest compared OMol25 entry of this formula, charge and spin) (kcal per mole) = 29.99
- LUMO (Eh) = -0.0114
- strongest force on any atom (hartree/bohr) = 0.0356

***

Record 5
Entry from the OMol25 dataset: an isolated molecule of H2N2O4 in a non-equilibrium geometry (ωB97M-V/def2-TZVPD).

```
8
Properties=species:S:1:pos:R:3:lowdin_charge:R:1
O 2.209 -0.803 0.264 0.1090
N 1.363 -0.136 -0.262 -0.4470
O 1.335 0.922 -0.764 0.1359
O 0.103 -0.843 -0.310 -0.0656
N -1.178 0.135 0.217 -0.0595
O -0.895 1.312 0.366 -0.0219
H -1.306 -0.388 1.103 0.1874
H -1.631 -0.199 -0.614 0.1618
```

- SMILES = O=[N+]([O-])O[NH2+][O-]
- Kohn-Sham gap (eV) = 10.69
- relative energy (zero: lowest compared OMol25 entry of this formula, charge and spin) (kcal per mole) = 59.06
- LUMO (Eh) = -0.0046
- strongest force on any atom (hartree/bohr) = 0.0689

***

Record 6
Entry from the OMol25 dataset: a 2-piece molecular cluster, H2N2O4P overall in a non-equilibrium geometry (ωB97M-V/def2-TZVPD).

```
9
Properties=species:S:1:pos:R:3:lowdin_charge:R:1
N 1.399 0.199 0.107 -0.2271
N -1.856 -0.600 0.069 -0.5931
O -1.664 -1.720 -0.405 -0.0842
O -1.074 1.911 0.386 -0.5189
O -2.820 -0.327 0.789 -0.0661
O 2.745 -0.275 -0.307 -0.2586
P -0.920 0.837 -0.597 0.7806
H 1.545 1.205 0.188 -0.0629
H 2.645 -1.230 -0.230 0.0303
```

- Kohn-Sham gap (alpha / beta) (eV) = 6.41 / 6.94
- relative energy (zero: lowest compared OMol25 entry of this formula, charge and spin) (kcal per mole) = 143.91
- total charge = -1
- LUMO (alpha / beta) (Eh) = 0.1325 / 0.1343
- strongest force on any atom (hartree/bohr) = 0.0581

***

Among the records above, which one has the highest relative energy (zero: lowest compared OMol25 entry of this formula, charge and spin)?
H2N2O4P

***

Copy entry 1 word for word.
Entry from the OMol25 dataset: an isolated molecule of H2N2O3S in a non-equilibrium geometry (ωB97M-V/def2-TZVPD).

```
8
Properties=species:S:1:pos:R:3:lowdin_charge:R:1
N 1.149 -0.980 0.007 -0.2463
N -1.356 0.480 0.191 -0.4895
O -2.378 0.981 -0.137 0.0829
O -0.746 0.527 1.218 -0.0088
O 0.455 1.238 -1.422 -0.5427
S 0.048 -0.387 -1.069 1.0403
H 1.828 -0.267 0.443 0.1179
H 1.001 -1.592 0.768 0.0463
```

- Kohn-Sham gap (eV) = 8.56
- relative energy (zero: lowest compared OMol25 entry of this formula, charge and spin) (kcal per mole) = 76.88
- LUMO (Eh) = -0.0388
- strongest force on any atom (hartree/bohr) = 0.1270

***

Repeat the fifth record exactly.
Entry from the OMol25 dataset: an isolated molecule of H2N2O4 in a non-equilibrium geometry (ωB97M-V/def2-TZVPD).

```
8
Properties=species:S:1:pos:R:3:lowdin_charge:R:1
O 2.209 -0.803 0.264 0.1090
N 1.363 -0.136 -0.262 -0.4470
O 1.335 0.922 -0.764 0.1359
O 0.103 -0.843 -0.310 -0.0656
N -1.178 0.135 0.217 -0.0595
O -0.895 1.312 0.366 -0.0219
H -1.306 -0.388 1.103 0.1874
H -1.631 -0.199 -0.614 0.1618
```

- SMILES = O=[N+]([O-])O[NH2+][O-]
- Kohn-Sham gap (eV) = 10.69
- relative energy (zero: lowest compared OMol25 entry of this formula, charge and spin) (kcal per mole) = 59.06
- LUMO (Eh) = -0.0046
- strongest force on any atom (hartree/bohr) = 0.0689

***

Which of these has the lowest strongest force on any atom?
number 4